ORCA calculation (the ωB97M-V functional and the def2-TZVPD basis) on a structure of composition C6H12AlBrIO2.

Geometry (Å):
C 3.053 0.211 -0.174
C 2.072 -0.942 -0.047
Br 3.026 -2.605 -0.534
C 1.423 -1.039 1.336
Al -0.590 -1.100 1.379
I -1.372 -3.502 2.055
C -1.451 -0.617 -0.383
C -1.790 0.840 -0.377
O -2.361 1.271 -1.669
C -2.838 2.514 -1.657
O -2.510 3.376 -2.417
H 2.522 1.140 0.058
H 3.464 0.289 -1.182
H 3.873 0.095 0.538
H 1.326 -0.841 -0.836
H 1.801 -0.215 1.954
H 1.761 -1.953 1.833
H -1.164 -0.079 2.496
H -2.371 -1.206 -0.462
H -0.844 -0.858 -1.262
H -2.525 1.059 0.406
H -0.918 1.478 -0.198
H -3.586 2.685 -0.858

* molecular weight: 349.95 g/mol
* multiplicity: 1
* net charge: -1
* frontier orbital gap: 0.3046 Eh
* LUMO: 0.107 Eh

natural (NBO) population analysis, charges in e, atoms 1 to 8: -0.626, -0.178, -0.097, -1.023, 1.257, -0.539, -0.988, -0.074



ORCA calculation (the ωB97M-V functional and the def2-TZVPD basis) on a structure of composition C6H12AlIO3P.

Geometry (Å):
C -0.840 1.483 -3.462
P -0.222 1.160 -1.685
C 0.321 2.754 -0.782
Al -1.682 -0.139 -0.433
O -2.005 0.286 1.385
C -0.703 -0.071 1.983
C -0.273 -1.607 1.485
C 1.277 -1.689 2.014
C 2.208 -2.807 1.259
O 2.652 -3.917 1.891
I 2.825 -2.535 -0.860
O -0.563 -1.627 0.039
H -1.417 0.549 -3.891
H -1.513 2.440 -3.586
H 0.131 1.598 -4.146
H 1.329 3.125 -1.295
H 0.553 2.442 0.341
H -0.510 3.610 -0.764
H -3.060 -0.620 -1.041
H 0.082 0.616 1.437
H -0.716 0.002 3.162
H -0.924 -2.496 1.879
H 1.242 -1.905 3.182
H 1.809 -0.650 1.888

* ΔE to the lowest compared entry with this formula, charge and spin: 74.9 kcal/mol
* molecular weight: 317.02 g/mol
* multiplicity: 1
* net charge: -1
* frontier orbital gap: 0.2370 Eh
* LUMO: 0.094 Eh

natural (NBO) population analysis, charges in e, atoms 1 to 8: -0.919, 0.048, -0.916, 1.480, -0.948, -0.106, 0.091, -0.542



ORCA calculation (the ωB97M-V functional and the def2-TZVPD basis) on a structure of composition C6H12AlO14S2.

Geometry (Å):
Al -0.672 -0.602 -0.958
S -1.201 -2.874 -0.081
O -0.129 -2.436 -1.029
O -0.714 -3.700 1.020
O -1.648 -1.627 0.491
O -2.298 -3.508 -0.827
S 0.260 1.439 -2.085
O 1.011 1.898 -3.259
O 0.955 0.537 -1.133
O -0.063 2.711 -1.450
O -0.975 0.703 -2.387
C -2.877 1.820 -1.460
O -2.368 2.396 -0.296
C -1.468 1.720 0.400
O -0.905 0.710 0.021
O -1.180 2.377 1.590
C -0.088 2.099 2.484
H -3.076 0.753 -1.371
H -2.134 1.821 -2.259
H -3.703 2.482 -1.720
H 0.106 1.032 2.598
H -0.253 2.631 3.421
H 0.831 2.544 2.103
C 2.954 0.764 -0.070
O 2.920 -0.506 0.426
C 1.787 -1.183 0.517
O 0.694 -0.841 0.054
O 2.091 -2.322 1.174
C 1.071 -3.337 1.199
H 3.042 0.738 -1.156
H 3.816 1.322 0.294
H 2.056 1.343 0.143
H 0.146 -3.143 0.657
H 0.706 -3.467 2.218
H 1.307 -4.291 0.728

* ΔE to the lowest compared entry with this formula, charge and spin: 151.5 kcal/mol
* molecular weight: 399.26 g/mol
* multiplicity: 1
* net charge: -1
* frontier orbital gap: 0.2510 Eh
* LUMO: 0.101 Eh

natural (NBO) population analysis, charges in e, atoms 1 to 8: 2.011, 2.576, -1.017, -0.900, -1.031, -0.989, 2.595, -1.003



ORCA calculation (the ωB97M-V functional and the def2-TZVPD basis) on a structure of composition C6H12AsN3O7P2ReS4.

Geometry (Å):
Re -0.012 -0.104 -0.008
C -3.632 0.224 2.605
C -2.861 1.437 2.134
O -3.208 2.630 2.799
P -1.071 1.289 2.418
O -0.904 1.572 3.960
O -0.316 2.439 1.638
O -0.404 -0.006 2.080
P -3.037 1.633 0.296
O -2.503 3.176 0.140
O -4.415 1.506 -0.190
O -1.956 0.768 -0.311
H -3.597 0.132 3.690
H -3.208 -0.676 2.158
H -4.670 0.313 2.279
H -4.136 2.827 2.604
H -0.128 1.153 4.333
H -0.825 3.222 1.402
H -3.199 3.681 -0.280
S 4.843 -0.567 0.921
As 3.244 -0.581 -0.424
S 1.453 -1.906 0.170
S 1.859 1.248 -0.270
S 3.866 -0.933 -2.397
N -1.359 1.955 -4.664
C -1.120 0.831 -3.967
C -0.404 0.849 -2.753
N -0.242 -0.259 -2.034
C -0.702 -1.412 -2.563
C -1.395 -1.407 -3.761
N -1.626 -0.307 -4.449
H -0.961 2.837 -4.398
H -1.892 1.884 -5.513
H 0.001 1.772 -2.360
H -0.516 -2.322 -2.008
H -1.808 -2.319 -4.169

* ΔE to the lowest compared entry with this formula, charge and spin: 28.7 kcal/mol
* molecular weight: 689.52 g/mol
* multiplicity: 2
* frontier orbital gap (alpha / beta): 0.1653 / 0.1802 Eh
* LUMO (alpha / beta): -0.098 / -0.085 Eh

natural (NBO) population analysis, charges in e, atoms 1 to 8: 1.007, -0.648, -0.474, -0.708, 2.386, -0.960, -0.978, -1.041



ORCA calculation (the ωB97M-V functional and the def2-TZVPD basis) on the molecule C6H12BN3O3.

Geometry (Å):
B 3.047 0.429 0.326
C 1.744 1.220 0.056
C -1.358 -1.142 0.165
C -0.352 -1.078 -0.881
C -0.288 -2.381 -1.578
C -0.433 2.087 -0.671
C -1.391 2.080 0.529
N 0.435 -0.103 -1.199
N 0.654 1.103 -0.598
N -0.995 -1.443 1.375
O 3.517 0.162 1.605
O 3.934 0.443 -0.635
O -2.582 1.440 0.255
H -1.235 -2.512 -2.133
H 0.561 -2.290 -2.231
H -0.244 -3.222 -0.989
H -0.028 3.029 -0.918
H -1.114 1.803 -1.503
H -0.857 1.614 1.495
H -1.685 3.089 0.676
H 0.108 -1.471 1.580
H -1.599 -1.904 1.931
H 3.215 0.777 2.243
H 4.772 0.024 -0.444
H -2.471 0.460 0.315

* ΔE to the lowest compared entry with this formula, charge and spin: 6.3 kcal/mol
* molecular weight: 184.99 g/mol
* multiplicity: 1
* frontier orbital gap: 0.2812 Eh
* LUMO: 0.009 Eh

natural (NBO) population analysis, charges in e, atoms 1 to 8: 0.941, -0.199, 0.066, 0.162, -0.649, -0.268, -0.067, -0.310



ORCA calculation (the ωB97M-V functional and the def2-TZVPD basis) on a structure of composition C6H12BeO4.

Geometry (Å):
C -2.290 -1.552 -0.260
H -2.835 -1.418 -1.208
H -2.864 -2.200 0.414
H -1.274 -1.964 -0.362
O 1.195 1.220 -2.974
C 1.945 0.487 -2.377
H 2.980 0.300 -2.730
H 1.570 -0.180 -1.571
O -2.199 -0.287 0.379
C -1.712 0.818 -0.454
C -0.263 0.587 -0.803
O 0.523 0.947 0.370
C 1.193 -0.070 1.113
C 1.172 0.381 2.576
O -0.114 0.692 3.004
Be -1.042 0.946 1.337
H -2.349 0.938 -1.343
H 0.002 1.227 -1.655
H 0.018 -0.453 -1.049
H 2.221 -0.212 0.741
H 0.646 -1.023 1.006
H 1.854 1.252 2.671
H 1.622 -0.435 3.175

* ΔE to the lowest compared entry with this formula, charge and spin: 0.0 kcal/mol
* molecular weight: 157.17 g/mol
* multiplicity: 1
* frontier orbital gap: 0.3261 Eh
* LUMO: 0.006 Eh

natural (NBO) population analysis, charges in e, atoms 1 to 8: -0.251, 0.186, 0.201, 0.167, -0.498, 0.283, 0.123, 0.116



ORCA calculation (the ωB97M-V functional and the def2-TZVPD basis) on a structure of composition C6H12Br2ClP.

Geometry (Å):
C 2.717 0.506 -1.473
C 2.901 1.272 0.839
C -2.573 -0.690 0.637
C -0.709 0.717 -0.192
C 2.875 0.288 -0.035
C -1.124 -0.539 0.456
P -0.102 -0.704 2.002
Cl -1.109 -2.146 3.064
Br 3.221 -1.544 0.727
Br -0.296 -2.026 -0.704
H 3.682 0.636 -2.005
H 2.336 -0.267 -2.147
H 2.187 1.424 -1.489
H -0.750 0.372 2.709
H 3.171 0.930 1.776
H 2.614 2.290 0.564
H -2.912 -1.774 1.158
H -2.999 -0.671 -0.461
H -3.013 0.062 1.265
H -1.425 1.011 -0.978
H 0.320 0.659 -0.567
H -0.658 1.554 0.557

* molecular weight: 310.40 g/mol
* multiplicity: 1
* frontier orbital gap: 0.3587 Eh
* LUMO: 0.019 Eh

natural (NBO) population analysis, charges in e, atoms 1 to 8: -0.705, -0.463, -0.680, -0.687, 0.027, -0.273, 0.649, -0.304



ORCA calculation (the ωB97M-V functional and the def2-TZVPD basis) on a cluster of 3 separate species, C6H12Br6 in total.

Geometry (Å):
Br 6.277 1.681 -3.540
C 4.614 1.465 -2.543
C 4.432 2.650 -1.601
Br 2.787 2.406 -0.564
H 4.701 0.532 -1.994
H 3.810 1.364 -3.266
H 4.387 3.568 -2.173
H 5.258 2.604 -0.899
Br -0.974 -1.962 -0.411
C -1.548 -0.102 -0.790
C -0.632 0.820 -0.040
Br -0.994 2.628 -0.620
H -2.578 -0.028 -0.446
H -1.574 0.071 -1.861
H 0.415 0.563 -0.206
H -0.717 0.837 1.044
Br -4.578 -0.726 1.384
C -3.420 -1.634 2.659
C -3.529 -3.094 2.340
Br -2.329 -4.119 3.561
H -3.681 -1.408 3.690
H -2.412 -1.260 2.500
H -3.191 -3.339 1.337
H -4.524 -3.517 2.439

* ΔE to the lowest compared entry with this formula, charge and spin: 3.9 kcal/mol
* molecular weight: 563.59 g/mol
* multiplicity: 1
* frontier orbital gap: 0.3940 Eh
* LUMO: 0.016 Eh

natural (NBO) population analysis, charges in e, atoms 1 to 8: -0.013, -0.438, -0.438, -0.017, 0.224, 0.225, 0.229, 0.226



ORCA calculation (the ωB97M-V functional and the def2-TZVPD basis) on a structure of composition C6H12BrN2Pt.

Geometry (Å):
C -2.757 2.164 0.779
Pt 1.383 -0.308 -0.312
N 1.928 -2.228 -0.545
H 1.147 0.053 -1.821
H 2.945 -2.222 -0.450
H -3.070 1.322 1.377
H -3.390 2.266 -0.105
H -1.737 1.901 0.471
H -2.765 3.096 1.349
H 1.577 -2.887 0.149
H 1.709 -2.656 -1.448
Br -0.772 -3.096 4.084
C 0.372 -1.676 3.508
C 1.164 -0.987 4.416
C 1.990 0.027 3.946
C 2.124 0.234 2.573
N 1.407 -0.527 1.710
C 0.468 -1.413 2.145
H 1.114 -1.250 5.462
H 2.563 0.622 4.641
H 2.759 1.013 2.158
H -0.164 -1.871 1.386

* ΔE to the lowest compared entry with this formula, charge and spin: 0.0 kcal/mol
* molecular weight: 387.16 g/mol
* multiplicity: 3
* net charge: -1
* frontier orbital gap (alpha / beta): 0.1395 / 0.2471 Eh
* LUMO (alpha / beta): 0.110 / 0.106 Eh

natural (NBO) population analysis, charges in e, atoms 1 to 8: -0.860, 0.090, -1.031, -0.342, 0.383, 0.213, 0.198, 0.243



Question: What is the multiplicity in the third record?
Answer: 1



Question: Look up the multiplicity of the first one.
Answer: 1



Question: Which value of multiplicity does entry 7 give?
Answer: 1